(1)
{"formula": "C12H35Cd2N2O10Pb", "method": "ωB97M-V/def2-TZVPD", "e_homo_ev": -11.713, "total_charge": 1, "elements": ["Cd", "Cd", "Pb", "O", "H", "O", "H", "O", "H", "O", "H", "O", "H", "C", "C", "C", "O", "C", "N", "H", "H", "H", "H", "H", "H", "H", "H", "H", "H", "H", "C", "C", "C", "O", "C", "N", "H", "H", "H", "H", "H", "H", "H", "H", "H", "H", "H", "C", "C", "O", "C", "O", "O", "C", "H", "H", "H", "H", "H", "H", "H", "H"], "coordinates": [[-1.069403, 1.157503, -3.491799], [-2.023769, -0.124028, 0.048698], [-1.355636, -2.438579, -2.321895], [-1.070147, -2.056956, 0.152378], [-0.739712, -2.076637, 1.047490], [-0.797330, 0.364126, -1.525824], [-0.066394, 0.979602, -1.423073], [-0.979718, -0.778474, -4.106941], [-0.731204, -0.767475, -5.032583], [-3.313547, -1.076758, -1.383684], [-3.793278, -1.741957, -0.885661], [0.561849, 2.359932, -3.534766], [1.191150, 1.886259, -2.996699], [0.510571, -5.432145, -3.150000], [0.634549, -4.893030, -1.702892], [1.522017, -3.659718, -1.524431], [1.176868, -2.650703, -2.472754], [2.060014, -1.543165, -2.510705], [-0.743343, -4.742714, -1.155192], [1.497424, -5.554324, -3.601160], [0.030774, -4.741931, -3.850924], [-0.013736, -6.384240, -3.153886], [1.148634, -5.746989, -1.251959], [2.559445, -3.954319, -1.700832], [1.433944, -3.294695, -0.496895], [1.908761, -0.875186, -1.660590], [1.884553, -0.974154, -3.423189], [3.088557, -1.904958, -2.586418], [-0.657895, -4.655444, -0.141293], [-1.166736, -5.665637, -1.256829], [-0.649913, 1.334398, 4.050884], [-1.136952, 0.445802, 2.883960], [-2.642109, 0.161094, 3.043819], [-3.000120, -0.768003, 2.001023], [-4.283955, -1.321873, 2.242784], [-0.701070, 1.022626, 1.594714], [-1.254231, 2.238997, 4.129448], [0.416798, 1.508780, 3.957830], [-0.838706, 0.821737, 4.999662], [-0.648351, -0.522378, 3.000464], [-3.279777, 1.048217, 3.020805], [-2.747436, -0.333880, 4.009647], [-4.365481, -1.761729, 3.238596], [-4.487593, -2.110428, 1.517718], [-5.076653, -0.579308, 2.102142], [0.308133, 1.113183, 1.514392], [-0.973786, 2.005158, 1.523189], [1.206791, 5.326433, 2.754924], [2.010589, 5.741002, 1.551270], [2.283957, 4.552002, 0.783927], [3.136722, 4.702511, -0.228191], [3.681343, 5.724275, -0.488331], [3.350857, 3.594494, -0.924565], [2.562699, 2.444885, -0.761035], [1.770243, 4.617014, 3.359302], [0.304998, 4.816259, 2.413454], [0.928093, 6.226383, 3.299395], [2.961572, 6.238740, 1.743187], [1.438353, 6.425478, 0.918458], [2.899656, 1.816650, 0.073160], [2.634313, 1.804203, -1.637675], [1.503758, 2.654070, -0.594047]], "forces_ev_per_a": [[-0.12, 0.66, -0.61], [-0.56, -0.18, 0.39], [-0.78, 1.07, 0.60], [0.15, -0.52, -0.63], [0.40, -0.46, 0.18], [0.84, 0.46, -0.63], [0.25, -0.09, 0.50], [-0.34, -0.86, -0.51], [0.03, -0.47, -0.23], [0.29, -0.18, -0.53], [-0.28, -0.13, 0.00], [-0.22, 0.75, -0.18], [0.44, -0.08, 0.08], [0.43, 1.08, -0.23], [-0.04, -1.03, -1.06], [-0.06, -0.47, -0.16], [-0.46, -0.20, 0.12], [0.38, 0.23, -0.37], [0.91, -0.80, 0.53], [0.07, -0.28, 0.25], [-0.34, -0.01, 0.24], [-0.01, -0.03, -0.02], [0.14, 0.36, 0.73], [0.03, -0.03, 0.01], [-0.04, 0.20, -0.03], [0.12, -0.16, 0.18], [-0.36, -0.12, 0.02], [0.03, 0.05, 0.33], [-0.21, 0.52, -0.14], [-0.24, 0.23, -0.26], [-0.89, -0.87, 0.22], [0.60, 0.81, 1.33], [1.03, -0.38, -0.83], [-0.43, 0.47, 1.31], [-0.84, -0.28, -0.49], [-0.95, 0.70, -0.15], [0.36, 0.31, -0.30], [0.02, 0.33, 0.05], [0.24, -0.06, -0.05], [0.06, -0.06, -0.28], [0.02, 0.09, -0.11], [-0.15, 0.04, 0.07], [0.21, 0.13, 0.05], [0.34, 0.03, -0.03], [0.14, 0.11, 0.19], [0.02, -0.69, 0.11], [-0.30, -0.12, 0.27], [0.20, -0.12, -0.39], [0.02, 0.33, -0.57], [-0.47, -0.78, 0.25], [-0.16, 0.35, 0.31], [0.52, 0.65, -0.32], [0.13, -0.53, -0.62], [-0.56, -0.94, 0.72], [0.01, 0.21, 0.27], [-0.13, 0.10, 0.06], [0.00, -0.18, 0.27], [-0.09, -0.11, 0.35], [0.02, -0.07, 0.01], [0.17, 0.30, 0.10], [0.33, 0.40, -0.26], [0.06, 0.33, -0.10]]}



(2)
{"formula": "C2H5HgO", "method": "ωB97M-V/def2-TZVPD", "e_homo_ev": [-7.930, -9.477], "spin_multiplicity": 2, "de_lowest_kcal_mol": 0.0, "total_charge": 0, "elements": ["O", "C", "C", "Hg", "H", "H", "H", "H", "H"], "coordinates": [[2.477158, -1.179441, 0.077359], [-0.733530, 1.034107, -0.085264], [-1.415064, -0.098784, -0.329556], [0.794836, -1.065641, 1.235573], [3.365414, -0.842255, -0.020223], [-1.113506, 1.744034, 0.655996], [0.104040, 1.498508, -0.610970], [-1.241617, -0.677109, -1.240937], [-2.237735, -0.413415, 0.318024]], "forces_ev_per_a": [[-0.01, -0.63, -1.10], [-0.89, 0.78, 0.18], [0.31, 0.66, -0.47], [0.10, 0.04, 0.63], [0.09, 0.43, 0.65], [0.18, -0.60, 0.34], [-0.24, -0.82, -0.43], [0.24, -0.11, 0.51], [0.21, 0.24, -0.30]]}



(3)
{"formula": "C5H7NO", "method": "ωB97M-V/def2-TZVPD", "e_homo_ev": [-7.192, -7.947], "de_lowest_kcal_mol": 102.0, "total_charge": 0, "elements": ["O", "C", "C", "C", "C", "C", "N", "H", "H", "H", "H", "H", "H", "H"], "coordinates": [[1.578690, 0.192846, 0.603917], [1.138965, 1.333739, 0.116367], [0.209535, 0.861610, -0.904191], [0.705678, -0.557820, -0.561605], [-0.429804, -1.278444, 0.103546], [-1.179068, -0.080575, 0.717911], [-1.022643, 1.031449, -0.205118], [1.440756, 2.310332, 0.504405], [0.286768, 1.298346, -1.895164], [1.349857, -1.122340, -1.236359], [-0.050771, -2.045051, 0.789148], [-1.076342, -1.777914, -0.632340], [-0.712317, 0.123821, 1.694517], [-2.239303, -0.289997, 0.904965]], "forces_ev_per_a": [[-0.76, -1.18, -0.86], [-0.45, 0.40, -0.17], [0.17, 0.04, -0.57], [0.75, 0.16, 0.66], [0.12, 0.12, -0.04], [0.10, -0.24, 0.30], [0.30, 0.63, 0.74], [-0.34, -0.45, 0.08], [-0.31, -0.24, -0.28], [0.22, 0.22, 0.32], [-0.22, 0.24, 0.07], [0.39, 0.14, -0.13], [-0.16, 0.00, 0.00], [0.19, 0.16, -0.12]]}



(4)
{"formula": "C7H7N3O4", "method": "ωB97M-V/def2-TZVPD", "e_homo_ev": -9.980, "smiles": "NC(c1ccccc1)([N+](=O)[O-])[N+](=O)[O-]", "de_lowest_kcal_mol": 5.7, "total_charge": 0, "elements": ["N", "C", "C", "C", "C", "C", "C", "C", "N", "O", "O", "N", "O", "O", "H", "H", "H", "H", "H", "H", "H"], "coordinates": [[1.856510, 1.792341, 0.752270], [1.908060, 0.482586, 0.243053], [0.533976, -0.003151, -0.111782], [-0.597951, 0.766293, -0.104608], [-1.821053, 0.174157, -0.290035], [-1.830476, -1.189320, -0.566658], [-0.688373, -1.930283, -0.671266], [0.499159, -1.359357, -0.289971], [2.539745, -0.331532, 1.374539], [2.680647, 0.256427, 2.417045], [2.830549, -1.507695, 1.226604], [2.952636, 0.335145, -0.893069], [2.704374, -0.578760, -1.600823], [3.891903, 1.068215, -0.757143], [1.015061, 1.984205, 1.220613], [2.739460, 2.128705, 0.992240], [-0.735066, 1.815151, 0.038526], [-2.630429, 0.861979, -0.368713], [-2.771271, -1.673841, -0.920581], [-0.787609, -2.927657, -0.922012], [1.448187, -1.843140, -0.336286]], "forces_ev_per_a": [[-0.32, -1.22, -3.31], [-1.06, 3.11, 0.74], [1.76, -0.45, 1.08], [-0.99, 0.47, 0.23], [0.82, -0.90, -0.55], [-2.54, 0.09, -1.35], [-0.01, 0.90, 1.31], [-0.35, -0.24, -1.35], [0.64, -1.97, 1.40], [0.12, -0.07, 0.25], [0.09, 0.53, -0.47], [-1.72, 0.38, 3.04], [1.27, -0.56, -2.28], [0.97, 0.02, -1.11], [-0.39, 0.59, 0.92], [0.96, 1.01, 0.95], [1.08, 0.72, 0.10], [-0.96, -0.22, 0.13], [0.66, 0.47, 0.64], [0.10, -1.92, -0.53], [-0.13, -0.73, 0.16]]}



(5)
{"formula": "C22H31N2O3", "method": "ωB97M-V/def2-TZVPD", "e_homo_ev": -10.824, "smiles": "COc1ccc(CC[N@H+](C)CC(=O)Nc2c(C)cc(C)cc2C)cc1OC", "de_lowest_kcal_mol": 15.3, "total_charge": 1, "elements": ["C", "O", "C", "C", "C", "C", "C", "C", "N", "C", "C", "C", "O", "N", "C", "C", "C", "C", "C", "C", "C", "C", "C", "C", "C", "O", "C", "H", "H", "H", "H", "H", "H", "H", "H", "H", "H", "H", "H", "H", "H", "H", "H", "H", "H", "H", "H", "H", "H", "H", "H", "H", "H", "H", "H", "H", "H", "H"], "coordinates": [[-4.616912, -0.494173, 0.378685], [-3.436233, -0.240150, 1.115833], [-2.297188, -0.936907, 0.891925], [-1.367129, -0.870573, 1.924013], [-0.142489, -1.504211, 1.851794], [0.209163, -2.208928, 0.708326], [1.526197, -2.940799, 0.562020], [2.746562, -2.298636, 1.220026], [3.297766, -1.146502, 0.471992], [4.569740, -0.690554, 1.055593], [2.362275, -0.027104, 0.258343], [2.497214, 0.330152, -1.232609], [3.266006, -0.350001, -1.901268], [1.766122, 1.339201, -1.678683], [0.659802, 1.898378, -0.963181], [-0.623722, 1.500934, -1.354034], [-0.809141, 0.604636, -2.539830], [-1.707555, 1.966263, -0.634278], [-1.545644, 2.807424, 0.461641], [-2.739454, 3.239222, 1.247801], [-0.266865, 3.227327, 0.789173], [0.849878, 2.797414, 0.080835], [2.201710, 3.344196, 0.435570], [-0.716461, -2.288284, -0.326522], [-1.964446, -1.681647, -0.260142], [-2.876669, -1.752698, -1.271077], [-2.687810, -2.693585, -2.304497], [-4.882525, -1.552398, 0.401606], [-4.529840, -0.166335, -0.658405], [-5.392830, 0.083061, 0.880207], [-1.644747, -0.315411, 2.804849], [0.515883, -1.449845, 2.704828], [1.409842, -3.929935, 1.014902], [1.734398, -3.103065, -0.498518], [3.539483, -3.046711, 1.286888], [2.509021, -1.963555, 2.231183], [3.515782, -1.402368, -0.540370], [5.287674, -1.508281, 1.075704], [4.983415, 0.114026, 0.450645], [4.410512, -0.335508, 2.073001], [2.610788, 0.823055, 0.890595], [1.331924, -0.328624, 0.466720], [1.819336, 1.532796, -2.672856], [-1.842416, 0.279106, -2.606958], [-0.166449, -0.273118, -2.476437], [-0.562815, 1.137138, -3.459212], [-2.702344, 1.668213, -0.926037], [-3.434857, 3.784522, 0.612061], [-2.455342, 3.876457, 2.080089], [-3.258743, 2.362300, 1.631592], [-0.124748, 3.916291, 1.608349], [2.976982, 2.980161, -0.233964], [2.177399, 4.430015, 0.361090], [2.464358, 3.103360, 1.465593], [-0.452131, -2.850832, -1.208241], [-3.606929, -2.671382, -2.887454], [-2.536413, -3.700598, -1.906557], [-1.848386, -2.422919, -2.952349]], "forces_ev_per_a": [[-0.52, 0.00, -0.19], [0.36, 0.09, 0.01], [0.14, -0.12, 0.04], [-0.17, -0.04, -0.18], [0.01, -0.17, -0.15], [-0.17, -0.05, 0.06], [-0.04, 0.08, 0.11], [-0.45, -0.62, 0.21], [0.24, -0.21, -0.63], [0.66, 0.24, 0.25], [-0.52, 0.50, -0.37], [0.17, -0.39, 0.55], [0.15, -0.03, -0.33], [-0.16, 0.48, -0.48], [-0.30, 0.14, 0.31], [-0.01, -0.03, 0.09], [-0.02, 0.03, 0.01], [0.21, 0.04, -0.05], [0.16, 0.03, -0.03], [-0.06, 0.02, 0.03], [-0.10, -0.12, -0.07], [0.10, -0.09, -0.16], [-0.03, 0.04, -0.01], [0.05, 0.00, 0.01], [-0.18, 0.07, 0.06], [0.08, 0.31, 0.41], [0.02, -0.18, -0.23], [0.02, 0.04, 0.00], [-0.03, -0.02, 0.12], [0.04, -0.06, -0.04], [-0.08, 0.08, 0.12], [0.11, 0.04, 0.11], [0.16, 0.00, -0.06], [0.02, -0.09, -0.01], [0.02, 0.18, 0.00], [0.14, 0.04, -0.05], [-0.09, 0.06, 0.53], [-0.11, -0.06, -0.05], [-0.11, 0.00, -0.05], [-0.11, -0.02, -0.04], [0.05, -0.10, 0.05], [0.27, 0.11, 0.00], [0.15, -0.15, 0.09], [-0.07, -0.06, -0.04], [0.00, -0.08, -0.06], [0.03, -0.04, -0.12], [-0.17, -0.10, -0.05], [-0.08, 0.06, 0.00], [-0.03, 0.06, 0.07], [-0.07, -0.02, 0.07], [0.00, 0.10, 0.14], [0.08, 0.02, 0.02], [0.08, 0.06, 0.01], [0.08, -0.01, 0.07], [0.00, -0.05, -0.15], [0.09, -0.04, 0.00], [0.01, 0.04, 0.00], [-0.01, -0.01, 0.04]]}



(6)
{"formula": "C2H4N2O3", "method": "ωB97M-V/def2-TZVPD", "e_homo_ev": [-6.110, -10.538], "spin_multiplicity": 3, "de_lowest_kcal_mol": 142.6, "total_charge": 0, "elements": ["C", "C", "N", "N", "O", "O", "O", "H", "H", "H", "H"], "coordinates": [[0.463270, 0.098614, 1.630620], [-1.250978, 0.172727, -0.941958], [-0.604913, -0.820166, -1.343528], [1.375898, 0.849223, 0.945003], [0.588827, -1.266632, 1.287569], [-1.804777, 0.449379, -2.215778], [-1.112601, -0.660205, -2.646940], [-1.246169, 0.706294, -0.032020], [0.268340, -1.772242, 2.098546], [1.297799, 1.815727, 0.989194], [2.025304, 0.427281, 0.229293]], "forces_ev_per_a": [[0.86, -2.55, -1.20], [-1.12, 1.08, -2.63], [1.65, -2.65, -0.58], [1.49, -0.75, -0.95], [-1.71, 0.44, 2.73], [-1.36, 2.38, 1.96], [1.15, -1.41, 0.35], [-0.39, 0.55, 0.66], [0.79, 0.66, -1.58], [0.04, 1.68, -0.17], [-1.41, 0.58, 1.40]]}